1.
101
Properties=species:S:1:pos:R:3 method="wB97M-V/def2-TZVPD" lumo_ev=-3.542 e_above_lowest_ev=13.351 total_charge=+1
C 5.75 -3.10 -0.15
C 5.08 -3.88 1.13
O 3.66 -4.22 0.99
C 3.35 -4.82 -0.32
C 1.77 -5.34 -0.22
O 0.95 -4.61 -1.20
C -0.49 -4.75 -0.93
C -1.20 -3.33 -1.47
O -1.34 -2.49 -0.27
C -1.36 -1.04 -0.67
C -0.90 -0.11 0.60
S -2.07 -0.88 1.92
C -1.41 1.44 0.65
P -3.27 1.52 0.21
P -4.41 1.91 2.08
O -5.52 0.77 2.35
O -3.37 1.88 3.51
O -5.11 3.53 2.06
C -0.42 2.55 -0.02
C -1.19 4.00 -0.22
C -2.17 4.54 0.96
O -2.92 5.64 0.68
B -0.27 2.20 -1.65
O 0.85 2.59 -2.53
O -1.39 1.59 -2.45
N 0.85 2.59 0.78
C 0.80 3.54 2.02
O 1.85 3.28 0.13
C 1.51 1.25 1.12
Br 2.92 1.09 -0.42
C 2.69 1.28 2.25
S 2.45 1.54 4.03
C 3.45 0.35 5.12
C 3.24 0.92 6.68
C 0.67 -0.12 1.00
S 1.61 -1.19 -0.31
B 0.75 -1.20 2.29
O 0.96 -2.67 2.02
O 0.55 -0.90 3.70
C 0.49 -2.04 4.59
C -0.96 -2.87 4.57
H 4.99 -2.63 -0.89
H 6.42 -2.21 0.26
H 6.51 -3.86 -0.65
H 5.73 -4.81 1.45
H 5.15 -3.11 2.05
H 3.34 -4.03 -1.21
H 4.09 -5.71 -0.50
H 1.31 -5.08 0.85
H 1.66 -6.50 -0.36
H -0.97 -5.61 -1.59
H -0.78 -4.83 0.21
H -2.28 -3.54 -1.93
H -0.48 -2.90 -2.29
H -2.52 -0.92 -0.96
H -0.82 -0.83 -1.68
H -3.30 -1.19 1.31
H -1.39 1.71 1.81
H -3.60 2.64 -0.63
H -3.44 2.74 4.02
H -4.72 4.06 2.84
H -0.41 4.88 -0.43
H -1.88 4.02 -1.20
H -2.19 4.00 2.00
H 0.69 2.29 -3.48
H -2.19 2.22 -2.41
H 1.91 3.82 2.39
H 0.15 3.08 2.88
H 0.41 4.61 1.80
H 1.61 4.24 0.03
H 3.44 2.16 1.92
H 3.35 0.29 2.10
H 4.58 0.40 4.78
H 3.05 -0.77 5.06
H 2.16 1.41 6.69
H 3.99 1.77 6.96
H 3.33 0.04 7.48
H 2.75 -1.76 0.31
H 1.92 -2.80 2.32
H 1.43 -2.77 4.57
H 0.52 -1.59 5.70
H -0.76 -3.87 5.18
H -1.16 -3.22 3.44
H -1.85 -2.24 5.00
C -1.92 2.62 -7.35
C -1.67 1.23 -6.76
C -2.93 0.34 -6.70
O -3.86 0.69 -5.66
C -4.66 1.83 -5.95
N -1.05 1.38 -5.44
H -2.38 3.31 -6.63
H -0.97 3.08 -7.65
H -2.56 2.57 -8.23
H -0.96 0.73 -7.42
H -2.61 -0.68 -6.47
H -3.45 0.30 -7.67
H -4.93 1.88 -7.01
H -4.14 2.74 -5.64
H -5.57 1.77 -5.36
H -0.77 0.45 -5.10
H -1.78 1.67 -4.79



2.
92
Properties=species:S:1:pos:R:3 method="wB97M-V/def2-TZVPD" lumo_ev=-14.415 total_charge=+3
In -0.15 -4.85 -10.24
N -2.04 -2.39 -4.78
O -2.72 -2.34 -5.79
O -0.99 -3.01 -4.98
O -2.40 -2.04 -3.71
C 3.78 -6.84 -0.25
C 3.14 -5.93 0.78
C 3.81 -4.56 0.85
C 2.85 -3.55 1.52
P 3.51 -1.84 1.79
C 2.18 -0.76 2.51
C 1.62 -1.32 3.77
C 2.38 -1.18 5.10
C 2.39 0.23 5.72
C 4.97 -2.14 2.96
C 5.42 -0.86 3.73
C 6.22 -1.18 5.05
C 6.56 0.11 5.81
C 4.19 -1.14 0.26
C 4.50 0.39 0.36
C 4.01 1.29 -0.78
C 4.23 2.82 -0.44
H 4.86 -6.84 -0.11
H 3.62 -6.44 -1.25
H 3.53 -7.90 -0.32
H 3.25 -6.48 1.72
H 2.12 -5.68 0.52
H 4.12 -4.28 -0.16
H 4.73 -4.75 1.39
H 2.45 -4.08 2.38
H 2.08 -3.26 0.79
H 1.53 -0.58 1.65
H 2.64 0.20 2.77
H 1.41 -2.39 3.72
H 0.67 -0.94 4.13
H 3.38 -1.61 5.18
H 1.89 -1.93 5.72
H 1.68 0.91 5.25
H 3.39 0.66 5.74
H 2.08 0.11 6.75
H 5.72 -2.64 2.35
H 4.54 -2.81 3.71
H 4.68 -0.09 3.92
H 6.04 -0.48 2.92
H 7.13 -1.61 4.63
H 5.81 -1.97 5.66
H 7.23 -0.07 6.66
H 5.62 0.42 6.26
H 6.81 0.93 5.15
H 3.48 -1.28 -0.55
H 5.02 -1.83 0.14
H 5.56 0.50 0.60
H 4.03 0.75 1.28
H 2.95 1.17 -0.99
H 4.62 0.97 -1.63
H 3.74 3.44 -1.20
H 5.31 2.92 -0.43
H 3.81 2.93 0.56
C -7.82 2.11 -3.48
C -8.08 3.50 -2.97
C -8.52 3.71 -1.57
N -7.48 3.27 -0.52
C -6.03 3.64 -0.97
C -7.50 1.81 0.01
C -7.48 1.84 1.54
C -7.27 3.26 1.95
C -7.87 3.99 0.78
H -7.13 1.60 -2.81
H -7.43 1.97 -4.48
H -8.69 1.45 -3.43
H -8.70 3.94 -3.75
H -7.14 4.04 -3.10
H -9.46 3.21 -1.34
H -8.74 4.75 -1.38
H -5.40 3.78 -0.09
H -6.26 4.57 -1.48
H -5.52 2.91 -1.60
H -6.76 1.22 -0.53
H -8.44 1.36 -0.32
H -6.60 1.23 1.76
H -8.44 1.37 1.75
H -6.26 3.48 2.29
H -7.92 3.48 2.80
H -7.58 5.04 0.63
H -8.95 3.87 0.85
P 0.71 2.11 -10.67
F 0.74 1.09 -9.45
F 1.10 0.84 -11.66
F -0.81 1.63 -10.68
F 0.29 3.07 -11.99
F 0.21 3.29 -9.68
F 2.24 2.69 -10.51



3.
88
Properties=species:S:1:pos:R:3 method="wB97M-V/def2-TZVPD" lumo_ev=-4.638 total_charge=+1
C 4.59 6.48 0.10
C 3.30 5.80 -0.57
C 3.13 4.19 -0.55
N 2.36 6.63 -1.12
C 1.48 6.97 0.01
N 0.35 6.12 0.31
C -0.33 6.73 1.46
P -1.90 5.90 2.10
O -1.40 4.27 2.45
I -3.55 5.73 0.24
C 0.43 8.00 1.89
I -0.10 9.30 3.53
N 1.53 8.08 0.92
H 4.46 6.49 1.25
H 4.75 7.57 -0.23
H 5.55 5.91 -0.12
H 3.48 3.69 -1.52
H 2.05 3.89 -0.33
H 3.75 3.82 0.35
H 0.13 5.29 -0.25
H -0.75 4.08 1.72
H 2.26 8.81 0.86
C -1.81 0.82 -0.70
C -0.74 0.81 -1.79
N 0.62 0.80 -1.26
C 1.64 1.08 -2.28
C 1.80 0.07 -3.42
C 0.95 -0.28 -0.33
C 0.77 -1.71 -0.82
H -1.66 1.66 -0.01
H -2.80 0.94 -1.16
H -1.83 -0.11 -0.13
H -0.88 1.71 -2.39
H -0.92 -0.04 -2.46
H 2.61 1.22 -1.80
H 1.40 2.05 -2.73
H 2.31 -0.83 -3.08
H 2.41 0.51 -4.21
H 0.84 -0.21 -3.86
H 0.34 -0.15 0.57
H 1.98 -0.15 0.02
H -0.18 -1.87 -1.34
H 0.78 -2.39 0.04
H 1.58 -2.02 -1.48
C -3.93 -2.49 -0.49
C -4.54 -3.32 -1.62
N -5.06 -2.52 -2.72
C -5.89 -3.28 -3.65
C -5.23 -4.40 -4.44
C -4.12 -1.59 -3.34
C -2.83 -2.17 -3.93
H -4.64 -1.75 -0.12
H -3.67 -3.15 0.35
H -3.02 -1.98 -0.81
H -5.37 -3.89 -1.18
H -3.80 -4.05 -1.96
H -6.37 -2.59 -4.35
H -6.72 -3.72 -3.08
H -4.60 -4.01 -5.25
H -5.99 -5.02 -4.92
H -4.62 -5.06 -3.81
H -3.84 -0.84 -2.60
H -4.63 -1.02 -4.12
H -2.35 -2.89 -3.26
H -2.11 -1.37 -4.10
H -3.00 -2.66 -4.89
C 2.82 -5.46 2.82
C 2.49 -3.98 2.75
N 1.59 -3.53 3.82
C 1.04 -2.20 3.59
C 2.02 -1.02 3.56
C 2.03 -3.80 5.18
C 3.38 -3.23 5.62
H 1.92 -6.07 2.84
H 3.40 -5.75 1.94
H 3.43 -5.70 3.70
H 2.00 -3.81 1.79
H 3.42 -3.40 2.74
H 0.26 -2.00 4.33
H 0.51 -2.22 2.62
H 2.36 -0.76 4.56
H 1.51 -0.14 3.16
H 2.89 -1.21 2.93
H 2.06 -4.88 5.33
H 1.26 -3.45 5.88
H 4.16 -3.39 4.88
H 3.70 -3.72 6.54
H 3.32 -2.16 5.84



| no. | highest occupied orbital energy (eV) | orbital gap (eV) | calculated total energy (a.u.) |
| --- | --- | --- | --- |
| 1 | -10.00 | 6.5 | -6534.75881 |
| 2 | -15.99 | 1.6 | -2752.87645 |
| 3 | -9.43 | 4.8 | -2286.93958 |